Density functional theory data (ωB97M-V/def2-TZVPD) for C13H20ClNO in the gas phase.

```
36
C13H20ClNO ωB97M-V/def2-TZVPD
C -1.359 -3.627 -0.073
C -0.341 -2.576 0.351
C 0.936 -2.659 -0.483
C 2.030 -1.701 -0.013
N 1.636 -0.324 -0.231
H 0.809 -0.130 0.323
C 2.661 0.644 0.100
C 2.150 2.062 -0.164
C 1.302 2.618 0.986
H 1.899 2.632 1.903
O 0.185 1.819 1.321
C -0.911 1.794 0.519
C -1.125 2.594 -0.598
C -2.296 2.458 -1.325
C -3.262 1.537 -0.969
C -3.043 0.748 0.150
C -1.889 0.869 0.895
H -1.725 0.263 1.771
Cl -4.230 -0.416 0.622
H -4.168 1.429 -1.544
H -2.453 3.084 -2.191
H -0.396 3.324 -0.909
H 0.989 3.645 0.765
H 2.995 2.738 -0.300
H 1.569 2.039 -1.086
H 3.009 0.562 1.147
H 3.520 0.443 -0.550
H 2.273 -1.908 1.046
H 2.938 -1.879 -0.599
H 0.701 -2.432 -1.524
H 1.327 -3.678 -0.437
H -0.790 -1.588 0.233
H -0.095 -2.714 1.407
H -1.618 -3.502 -1.122
H -0.959 -4.630 0.064
H -2.269 -3.536 0.517
```

## Properties
relative energy (zero: lowest compared OMol25 entry of this formula, charge and spin): 0.0 kJ/mol
HOMO level: -0.318 Eh
E_LUMO: 0.91 eV
charge: 0

natural (NBO) atomic charge list, values in e, 5 entries: -0.60 -0.40 -0.40 -0.21 -0.63

---

Density functional theory data (ωB97M-V/def2-TZVPD) for a molecular structure, C25H29N2O2P2Ti.

```
61
C25H29N2O2P2Ti ωB97M-V/def2-TZVPD
C -1.468 3.265 -3.623
C -1.237 1.997 -3.107
C 0.105 1.530 -3.035
C 1.151 2.325 -3.542
C 0.896 3.620 -3.998
C -0.415 4.081 -4.049
C 2.531 1.756 -3.704
C 2.587 0.265 -3.515
C 1.466 -0.436 -3.030
C 1.419 -1.863 -3.109
C 2.561 -2.528 -3.521
C 3.711 -1.833 -3.896
C 3.720 -0.444 -3.913
H -2.497 3.595 -3.715
H 1.732 4.233 -4.345
H -0.628 5.071 -4.445
H 2.825 1.947 -4.761
H 2.533 -3.619 -3.557
H 4.596 -2.386 -4.205
H 4.592 0.115 -4.263
N 0.424 0.294 -2.441
Ti -0.142 -0.198 -0.508
C -2.414 1.152 -2.640
H -2.470 0.193 -3.176
H -3.353 1.687 -2.800
C 0.168 -2.659 -2.743
H -0.716 -2.334 -3.311
H 0.332 -3.725 -2.947
P -2.295 0.802 -0.842
P -0.221 -2.520 -0.938
C 1.161 -3.410 -0.168
H 1.042 -3.348 0.920
H 1.182 -4.458 -0.484
H 2.114 -2.929 -0.435
C -1.709 -3.490 -0.608
H -1.546 -4.554 -0.828
H -1.947 -3.367 0.461
H -2.556 -3.102 -1.194
C -2.387 2.456 -0.110
H -3.376 2.888 -0.292
H -2.209 2.383 0.972
H -1.623 3.114 -0.537
C -3.804 -0.045 -0.346
H -3.764 -0.200 0.743
H -4.684 0.555 -0.601
H -3.865 -1.032 -0.829
C 1.658 1.423 -0.077
O 1.956 0.279 -0.196
H 3.287 2.300 -3.165
O -0.223 -0.124 1.293
N -0.209 -0.066 2.657
C -1.326 0.390 3.263
C -1.366 0.382 4.649
C -0.271 -0.087 5.369
C 0.861 -0.560 4.698
C 0.880 -0.544 3.311
H -2.131 0.728 2.606
H -2.275 0.746 5.127
H -0.298 -0.095 6.459
H 1.728 -0.948 5.219
H 1.713 -0.900 2.699
```

## Properties
2S+1: 2
HOMO level (spin up / spin down): -0.458 / -0.459 Eh
E_LUMO (spin up / spin down): -7.01 / -6.91 eV
charge: +2
expectation value of S²: 0.7623

natural (NBO) atomic charge list, values in e, 5 entries: -0.19 -0.09 0.20 -0.05 -0.17